This record from OMol25 describes a molecular structure, C45H46BCoF2N5SSb. The level of theory is ωB97M-V/def2-TZVPD.

Geometry as ORCA input:
```
! RIJCOSX wB97M-V def2-TZVPD def2/J DEFGRID3
* xyz -1 2
Co 0.4192 1.9704 -0.8595
C -4.6421 2.5280 4.0207
C -4.0643 1.2927 3.3113
C -4.6161 1.2433 1.8840
C -4.5340 0.0257 4.0416
C -2.5404 1.3810 3.3378
C -1.8756 1.3755 4.5740
C -0.4961 1.4610 4.6401
C 0.2164 1.5509 3.4578
S 1.9430 1.6149 3.2558
C 1.7126 1.6599 1.5188
N 0.4423 1.6537 1.1310
C -0.4111 1.5782 2.2037
C -1.8057 1.4925 2.1711
C 2.7739 1.6283 0.5703
C 4.1345 1.5909 0.9203
C 5.0882 1.5150 -0.0708
C 4.7015 1.4861 -1.4081
C 3.3509 1.5364 -1.7527
C 2.3596 1.6176 -0.7853
H -5.7342 2.5040 3.9950
H -4.3008 3.4402 3.5286
H -4.3261 2.5664 5.0643
H -5.7073 1.2144 1.9141
H -4.2641 0.3513 1.3614
H -4.3167 2.1206 1.3095
H -5.6256 -0.0172 4.0421
H -4.1948 0.0029 5.0779
H -4.1532 -0.8646 3.5373
H -2.4347 1.2959 5.4972
H 0.0179 1.4547 5.5933
H -2.2937 1.4993 1.2107
H 4.4122 1.6279 1.9709
H 6.1394 1.4742 0.1911
H 5.4471 1.4315 -2.1938
H 3.1022 1.5112 -2.8084
B 0.8372 4.6433 -3.1923
N 0.6556 3.1390 -3.5654
C 0.6733 2.7506 -4.8509
C 0.6102 1.3710 -4.9004
C 0.5486 0.9901 -3.5612
N 0.5777 2.0666 -2.7746
N 0.6581 4.9382 -1.6792
C 0.7176 6.1856 -1.1871
C 0.5669 6.1252 0.1847
C 0.4161 4.7625 0.4478
N 0.4732 4.0651 -0.6859
H 1.9613 4.9653 -3.5075
H 0.0027 5.2742 -3.7988
H 0.7359 3.4767 -5.6436
H 0.6213 0.7335 -5.7676
H 0.5065 -0.0018 -3.1449
H 0.8640 7.0318 -1.8377
H 0.5628 6.9439 0.8838
H 0.2618 4.2667 1.3919
C 2.2788 -1.8576 2.3545
C 1.9820 -3.2149 1.7747
C 2.4505 -4.3626 2.4104
C 2.1791 -5.6259 1.9062
C 1.4249 -5.7573 0.7508
C 0.9500 -4.6198 0.1136
C 1.2204 -3.3502 0.6105
Sb 0.4514 -1.6107 -0.4763
C -1.5589 -2.4766 -0.6048
C -2.2610 -2.6258 -1.7945
C -3.5990 -2.9948 -1.8078
C -4.2721 -3.1665 -0.6112
C -3.6005 -2.9522 0.5830
C -2.2536 -2.6026 0.6080
C -1.6025 -2.3090 1.9338
C 1.8237 -2.2318 -2.0989
C 3.1161 -1.8717 -1.7270
C 4.1945 -2.0353 -2.5806
C 3.9872 -2.5460 -3.8514
C 2.7086 -2.9237 -4.2279
C 1.6238 -2.7869 -3.3641
C 0.2685 -3.2417 -3.8330
H 2.8853 -1.9358 3.2571
H 1.3520 -1.3377 2.6128
H 2.8138 -1.2309 1.6372
H 3.0387 -4.2630 3.3165
H 2.5547 -6.5037 2.4181
H 1.2088 -6.7395 0.3478
H 0.3505 -4.7231 -0.7847
H -1.7780 -2.4121 -2.7365
H -4.1168 -3.1220 -2.7508
H -5.3226 -3.4306 -0.6033
H -4.1393 -3.0315 1.5215
H -2.3129 -2.4338 2.7513
H -1.2454 -1.2737 1.9535
H -0.7520 -2.9681 2.1143
H 3.2945 -1.4464 -0.7425
H 5.1865 -1.7454 -2.2587
H 4.8126 -2.6506 -4.5447
H 2.5447 -3.3403 -5.2161
H 0.3591 -3.9388 -4.6659
H -0.3202 -2.3851 -4.1743
H -0.2718 -3.7332 -3.0253
F -2.4118 2.6071 -0.6301
C -1.5423 1.6462 -1.2031
F -2.0166 0.4120 -0.6692
H -1.8586 1.6015 -2.2571
*
```

Results
orbital gap (spin up / spin down)	0.2486 / 0.2448	hartree
lowest unoccupied orbital energy (spin up / spin down)	2.32 / 2.32	eV
largest force on an atom	0.03603	hartree/bohr
highest occupied orbital energy (spin up / spin down)	-4.449 / -4.346	eV

This record from OMol25 describes a molecular structure, C45H46Br2GeN5O8S2Y. The level of theory is ωB97M-V/def2-TZVPD.

Geometry as ORCA input:
```
! RIJCOSX wB97M-V def2-TZVPD def2/J DEFGRID3
* xyz -2 1
Y 0.4781 1.2372 -0.6173
C -0.8813 -3.5438 -6.0197
C -0.9086 -2.2153 -5.3186
C -0.7134 -2.1213 -3.9458
C -0.7841 -0.9002 -3.2954
C -1.0738 0.2390 -4.0193
C -1.2234 0.1696 -5.3923
C -1.1340 -1.0490 -6.0405
S -1.2936 1.8464 -3.2094
O -1.7891 2.7164 -4.2680
O -2.2399 1.6668 -2.1152
N 0.0633 2.3433 -2.5692
C 1.1203 2.3522 -3.5594
C 2.1031 1.1630 -3.3267
O 2.9627 0.9457 -4.1745
O 1.9384 0.5227 -2.2421
H -1.0732 -4.3518 -5.3181
H 0.0945 -3.7090 -6.4770
H -1.6329 -3.5768 -6.8083
H -0.5183 -3.0130 -3.3691
H -0.6396 -0.8297 -2.2248
H -1.4308 1.0792 -5.9353
H -1.2517 -1.0919 -7.1157
H 1.6841 3.2929 -3.4944
H 0.7109 2.2946 -4.5768
O 0.9212 -1.3124 -0.4566
C 2.0156 -1.8344 -0.2930
C 3.0932 -1.3639 0.5387
C 4.2336 -2.1442 0.6715
C 5.3147 -1.7181 1.4296
C 5.2705 -0.4523 2.0548
C 4.1839 0.3454 1.9102
C 3.0198 -0.0611 1.1676
O 2.0131 0.6904 1.0979
N 6.4585 -2.5191 1.5502
O 6.4876 -3.6037 0.9699
O 7.4028 -2.1049 2.2273
H 2.2500 -2.7811 -0.8261
H 4.2858 -3.1077 0.1844
H 6.1289 -0.1418 2.6337
H 4.1469 1.3257 2.3624
Br 0.3276 5.8816 5.0005
C 0.2806 4.7119 3.4899
C -0.5000 3.5597 3.5340
C -0.4473 2.7284 2.4254
N 0.2819 2.9634 1.3503
C 1.0269 4.0935 1.3101
C 1.0470 4.9974 2.3923
C 1.8781 4.2814 0.1637
C 2.3319 5.5572 -0.2214
C 3.2476 5.6368 -1.2352
Br 3.8284 7.3476 -1.8405
C 3.7599 4.4836 -1.8249
C 3.2193 3.2754 -1.4046
N 2.2734 3.1584 -0.4923
H -1.1113 3.3174 4.3878
H -1.0275 1.8151 2.4149
H 1.6852 5.8675 2.3691
H 1.9380 6.4411 0.2552
H 4.5198 4.5144 -2.5872
H 3.5872 2.3579 -1.8425
C -2.1778 5.2240 -2.0256
S -1.8390 5.0351 -0.2583
C -3.0396 3.7266 0.1213
H -3.2147 5.5242 -2.1553
H -1.9790 4.2833 -2.5326
H -1.5159 5.9970 -2.4001
H -3.1937 3.1512 -0.7867
H -3.9634 4.1785 0.4820
H -2.6025 3.0820 0.8772
N -1.1722 0.4607 0.4303
C -2.0026 -0.3910 0.7933
C -2.5435 -0.3852 2.1992
C -1.7045 -0.4332 3.3192
C -2.2729 -0.2493 4.5728
C -3.6319 -0.0476 4.7331
C -4.4651 -0.0684 3.6278
C -3.9152 -0.2346 2.3680
C -2.6037 -1.4728 -0.0529
C -3.1040 -1.2366 -1.3299
C -3.6186 -2.2827 -2.0785
C -3.6257 -3.5714 -1.5691
C -3.1427 -3.8066 -0.2923
C -2.6558 -2.7609 0.4670
H -0.1266 -1.7742 2.8551
H -1.6319 -0.2654 5.4441
H -4.0373 0.1132 5.7233
H -5.5340 0.0472 3.7517
H -4.5546 -0.2399 1.4951
H -3.0774 -0.2321 -1.7269
H -4.0108 -2.0935 -3.0703
H -4.0034 -4.3928 -2.1655
H -3.1478 -4.8094 0.1124
H -2.2822 -2.9483 1.4661
C 1.5096 -4.0429 3.6916
Ge -0.3778 -4.4550 3.0094
C 0.1309 -5.1633 1.1610
C -0.7761 -6.2229 4.0081
C -0.2466 -0.7439 3.1991
H 2.0699 -4.9650 3.8111
H 1.5087 -3.5153 4.6418
H 2.0172 -3.4178 2.9618
H 1.0020 -5.8093 1.2308
H 0.3741 -4.3358 0.5010
H -0.6799 -5.7257 0.7054
H 0.0196 -6.9531 3.8959
H -1.6978 -6.6683 3.6414
H -0.9081 -6.0282 5.0699
H 0.2476 -0.6522 4.1649
H 0.2561 -0.1023 2.4777
*
```

Results
orbital gap	0.1174	hartree
lowest unoccupied orbital energy	2.73	eV
largest force on an atom	0.04646	hartree/bohr
highest occupied orbital energy	-0.469	eV

How do the records compare in energy relative to the best compared isomer or geometry (same formula, charge and spin)? In the order shown, they have 93.71 2.49 kJ/mol.